{"formula": "C20H29BN8O2ReS2", "method": "the ωB97M-V functional and the def2-TZVPD basis", "species": ["Re", "C", "C", "C", "C", "N", "N", "B", "N", "C", "C", "C", "C", "N", "N", "C", "C", "C", "C", "N", "N", "C", "C", "C", "C", "N", "H", "H", "H", "H", "H", "H", "H", "H", "H", "H", "H", "H", "H", "H", "H", "H", "H", "H", "H", "H", "C", "C", "O", "H", "H", "H", "H", "H", "H", "C", "O", "C", "S", "S", "H", "H", "H"], "coordinates": [[1.17, 0.20, -0.53], [0.87, -3.04, -1.99], [-0.14, -2.50, -1.04], [-1.28, -3.10, -0.61], [-1.90, -2.21, 0.29], [-1.18, -1.11, 0.41], [-0.07, -1.23, -0.41], [-1.36, 0.18, 1.28], [-1.31, 1.36, 0.25], [-2.14, 2.37, 0.10], [-1.60, 3.28, -0.84], [-0.42, 2.76, -1.25], [0.56, 3.37, -2.19], [-0.24, 1.52, -0.60], [-0.09, 0.32, 2.15], [0.13, 0.39, 3.46], [1.46, 0.72, 3.70], [2.04, 0.83, 2.45], [3.43, 1.26, 2.12], [1.11, 0.53, 1.50], [-2.65, 0.20, 2.00], [-3.08, 0.88, 3.12], [-4.44, 0.84, 3.12], [-4.81, 0.13, 1.94], [-6.18, -0.19, 1.46], [-3.73, -0.24, 1.26], [0.39, -3.21, -2.96], [1.23, -4.00, -1.63], [1.72, -2.38, -2.13], [-1.64, -4.08, -0.89], [-2.82, -2.30, 0.85], [-3.06, 2.41, 0.66], [-2.04, 4.22, -1.14], [0.34, 4.43, -2.28], [0.47, 2.92, -3.18], [1.59, 3.27, -1.84], [-0.67, 0.20, 4.17], [1.92, 0.88, 4.65], [3.75, 2.02, 2.83], [3.50, 1.70, 1.12], [4.13, 0.43, 2.20], [-2.41, 1.36, 3.81], [-5.10, 1.24, 3.86], [-6.90, -0.15, 2.28], [-6.22, -1.18, 1.01], [-6.50, 0.53, 0.71], [4.73, -2.21, 0.84], [3.25, -2.01, 0.72], [2.97, -0.79, -0.12], [4.91, -3.14, 1.39], [5.23, -1.41, 1.39], [5.20, -2.34, -0.14], [2.76, -1.81, 1.67], [2.76, -2.83, 0.20], [3.75, -0.58, -0.66], [1.73, 0.15, -5.77], [0.43, 0.08, -5.11], [0.15, 0.15, -3.84], [-1.36, 0.15, -3.25], [1.63, 0.30, -2.74], [1.76, 1.09, -6.31], [1.75, -0.69, -6.46], [2.55, 0.08, -5.06]], "total_charge": 3, "total_energy_ha": -2266.59620, "gap_ev": [4.774, 4.774], "spin_multiplicity": 1, "de_lowest_kcal_mol": 9.6, "e_lumo_ev": [-12.2, -12.2], "homo_ha": [-0.62393, -0.62393]}

{"formula": "C4H8N2O3", "method": "the ωB97M-V functional and the def2-TZVPD basis", "species": ["N", "C", "C", "N", "C", "O", "C", "O", "O", "H", "H", "H", "H", "H", "H", "H", "H"], "coordinates": [[-1.63, -0.55, 0.70], [-1.20, 0.00, -0.58], [0.29, 0.24, -0.36], [0.97, 0.94, -1.50], [0.85, 1.08, 1.04], [1.18, 2.23, 0.91], [1.06, -1.16, -0.09], [2.17, -1.39, -0.46], [0.40, -2.00, 0.67], [-2.52, -1.01, 0.68], [-1.69, 0.15, 1.39], [-1.49, -0.85, -1.20], [-1.64, 0.99, -0.86], [0.94, 1.88, -1.14], [1.85, 0.65, -1.82], [0.98, 0.50, 1.89], [-0.54, -1.70, 0.73]], "total_energy_ha": -492.41133, "gap_ev": 9.604, "spin_multiplicity": 1, "de_lowest_kcal_mol": 57.5, "e_lumo_ev": 0.1, "homo_ha": -0.34826}

{"formula": "C3H9N2O", "method": "the ωB97M-V functional and the def2-TZVPD basis", "species": ["N", "C", "C", "N", "C", "O", "H", "H", "H", "H", "H", "H", "H", "H", "H"], "coordinates": [[-0.81, -0.47, 2.05], [-0.86, 0.62, 1.14], [0.41, 0.83, 0.27], [0.83, -0.32, -0.50], [0.25, -0.67, -2.06], [1.06, -0.56, -3.10], [0.18, -0.68, 1.90], [-1.23, -1.31, 1.70], [-1.67, 0.29, 0.41], [-0.83, 1.59, 1.71], [0.27, 1.86, -0.29], [1.25, 0.89, 1.07], [1.82, -0.33, -0.64], [-0.72, -0.02, -1.95], [0.07, -1.72, -1.72]], "total_charge": -1, "total_energy_ha": -304.38487, "gap_ev": 7.214, "spin_multiplicity": 1, "de_lowest_kcal_mol": 50.9, "e_lumo_ev": 4.3, "homo_ha": -0.10740}

{"formula": "C4H14NO3", "method": "the ωB97M-V functional and the def2-TZVPD basis", "species": ["C", "O", "C", "C", "C", "O", "N", "H", "H", "H", "H", "H", "H", "H", "H", "H", "H", "H", "H", "H", "H", "O"], "coordinates": [[-0.11, 0.05, 1.79], [-1.54, -0.08, 2.01], [0.10, -0.46, 0.42], [1.51, -0.24, -0.24], [2.18, 1.06, 0.26], [1.33, -0.08, -1.61], [-0.82, 0.50, -0.48], [-0.01, 1.18, 1.95], [0.57, -0.38, 2.55], [-1.77, -0.88, 2.54], [-0.33, -1.50, 0.19], [2.06, -1.08, 0.06], [3.08, 1.23, -0.36], [2.56, 1.17, 1.33], [1.71, 2.01, 0.00], [1.57, -0.92, -2.10], [-0.88, -0.11, -1.41], [-0.39, 1.42, -0.49], [-1.79, 0.49, -0.09], [-3.34, -0.48, -2.45], [-3.05, -1.84, -1.77], [-2.64, -1.06, -2.10]], "total_charge": 1, "total_energy_ha": -441.00727, "gap_ev": 11.659, "spin_multiplicity": 1, "de_lowest_kcal_mol": 32.1, "e_lumo_ev": -2.9, "homo_ha": -0.53531}